--- 1 ---
The following is a DFT calculation (the ωB97M-V functional and the def2-TZVPD basis) of a 3-piece molecular cluster, C2H9N3OS overall.

```
16
Properties=species:S:1:pos:R:3
S 0.9026 0.0849 -0.1235
C 2.9409 -1.5482 0.3698
N 0.1330 3.3270 -0.1759
H -3.2515 0.1356 0.7170
N -1.7005 -1.0677 0.4179
H 0.6667 3.5886 -1.0837
H 3.0707 -2.7076 0.3681
H -0.8486 3.4699 -0.2763
H 2.8452 -1.1480 1.3479
H 3.9839 -1.1805 -0.0341
O 1.0859 0.7139 1.1742
H 0.3891 4.1609 0.4077
N 1.8678 -1.0580 -0.4867
H -1.3248 -2.0168 0.3209
C -2.8679 -0.9052 0.7022
H -3.5743 -1.6222 1.2432
```

HOMO-LUMO gap: 0.3737 Eh
Molar mass: 123.2 g/mol



--- 2 ---
The following is a DFT calculation (the ωB97M-V functional and the def2-TZVPD basis) of a 2-piece molecular cluster, C2H9N3OS overall.

```
16
Properties=species:S:1:pos:R:3
N 0.1365 -1.3814 -2.5950
H -1.7858 0.3054 0.2756
H -1.1466 1.7379 0.9002
C 1.4250 0.7179 1.2353
N 0.1480 0.0495 0.7648
H 0.1687 -1.3528 -3.5861
C -0.8468 0.7872 0.5631
H -1.7340 -1.1135 -1.7076
H 1.2086 1.7712 1.4465
S 1.0281 -0.0925 -1.9293
H -0.7834 -2.2926 -1.0986
H 1.7743 0.1930 2.1688
H -0.4186 1.5296 -1.1614
H 2.3063 0.5866 0.6280
O -0.0477 1.1611 -2.1053
N -1.0061 -1.8738 -1.9971
```

HOMO-LUMO gap: 0.3307 Eh
Molar mass: 123.2 g/mol
SMILES: C=NC.NNSO



Here is how they stack up, most stable first: 1, 2.



--- 1 ---
The following is a DFT calculation (the ωB97M-V functional and the def2-TZVPD basis) of a 2-piece molecular cluster, CH8NO overall.

```
11
Properties=species:S:1:pos:R:3
N 0.4023 0.7189 1.6235
H -0.8876 -1.2486 -2.1451
H 0.5455 -0.2433 -2.2397
H 0.1757 0.0849 2.3870
H 1.3343 1.0914 1.8224
O -0.6758 0.2306 -0.7055
H -0.1886 1.5440 1.7035
H -1.5518 -0.1023 -0.4835
H 0.5624 -1.5434 -1.0578
C -0.0833 -0.8082 -1.5519
H 0.3668 0.2760 0.6471
```

HOMO-LUMO gap: 0.4273 Eh
Molar mass: 50.1 g/mol
Net charge: +1



--- 2 ---
The following is a DFT calculation (the ωB97M-V functional and the def2-TZVPD basis) of a 2-piece molecular cluster, CH8NO overall.

```
11
Properties=species:S:1:pos:R:3
H 0.2923 0.5520 1.9682
H 1.6203 -1.2048 -1.0523
H 1.5951 0.3711 -1.8398
H -1.6882 0.8878 0.1888
H -1.1529 -0.9299 0.6212
O 0.1516 0.6203 1.0207
H 0.7444 0.1808 -0.3794
H -1.7872 0.3060 1.7339
C -1.2232 0.1407 0.8231
H 0.3302 -0.5973 -1.8387
N 1.1176 -0.3269 -1.2455
```

HOMO-LUMO gap: 0.4414 Eh
Molar mass: 50.1 g/mol
Net charge: +1



Here is how they stack up, most stable first: 1, 2.



--- 1 ---
The following is a DFT calculation (the ωB97M-V functional and the def2-TZVPD basis) of a 2-piece molecular cluster, C5H11O2S overall.

```
19
Properties=species:S:1:pos:R:3
H 2.8433 -0.7299 -0.3864
C -1.6150 -0.2103 1.6406
C -2.5882 -0.7508 0.4218
H -2.4448 -1.8136 0.2816
H 0.2099 1.6242 0.2536
O -0.7964 -0.9543 2.1895
H 1.1943 -1.2087 -2.1501
C 1.8284 -0.9187 -0.2066
H -2.1539 -0.1298 -0.2890
H 0.8115 3.1227 -0.5167
O -1.7592 1.0262 1.8206
H 2.0003 2.0395 0.1314
C 0.8521 -0.6263 -1.3569
H -3.6631 -0.5090 0.5861
S 1.1905 1.1159 -1.9496
H -0.2105 -0.7830 -0.9508
H 1.7240 -1.9839 0.1516
C 1.0571 2.0684 -0.3996
H 1.5199 -0.3786 0.7288
```

HOMO-LUMO gap: 0.2673 Eh
Molar mass: 135.2 g/mol
Net charge: -1



--- 2 ---
The following is a DFT calculation (the ωB97M-V functional and the def2-TZVPD basis) of a 2-piece molecular cluster, C5H11O2S overall.

```
19
Properties=species:S:1:pos:R:3
H -0.2623 -1.8071 -1.2193
S -0.2211 2.9804 -0.9457
C -1.6232 2.1668 -0.0616
H -0.0115 -1.3252 1.7655
H 2.1150 1.9098 -0.6623
C -0.8760 -1.6579 -0.3107
O 2.2257 -0.8070 1.5613
C 1.7469 -1.5259 0.5824
H -1.5739 -2.5606 -0.2558
H 0.7921 0.7257 -1.1629
H -2.3215 2.1745 -0.9719
H -1.2685 -0.6405 -0.2045
C 0.9986 1.6052 -0.5451
H -1.5107 1.1515 0.0124
O 2.3522 -1.6556 -0.4792
H 0.4523 -3.0176 0.8839
C 0.2113 -1.8631 0.8152
H -1.9759 2.8297 0.5975
H 0.7505 1.3166 0.6008
```

HOMO-LUMO gap: 0.2515 Eh
Molar mass: 135.2 g/mol
Net charge: -1



Here is how they stack up, most stable first: 1, 2.



--- 1 ---
The following is a DFT calculation (the ωB97M-V functional and the def2-TZVPD basis) of C4H12NO3 as an isolated structure.

```
20
Properties=species:S:1:pos:R:3
O 0.4552 -2.4383 1.4596
H -2.1774 0.1642 0.8552
C 1.5700 0.2053 -0.9856
O -0.6917 1.7022 0.5947
H -0.5771 0.1360 1.7528
H -0.2526 -1.8474 1.7800
C 0.6224 -0.9424 -0.4934
H 0.5523 -1.7903 -1.1944
H 1.4754 -0.6746 1.5165
H 2.2057 -1.8635 0.4533
H 2.2187 -0.0192 -1.8525
C 1.2469 -1.4725 0.7904
H -1.3363 3.3252 -1.3918
H -1.0087 2.0496 -0.6164
C -1.0813 0.4200 0.8152
N -0.7857 -0.5055 -0.3193
H 0.9222 0.9925 -1.3670
O -1.2392 2.4116 -1.6906
H 2.1894 0.5188 -0.1263
H -1.1404 -0.0047 -1.1314
```

HOMO-LUMO gap: 0.2847 Eh
Molar mass: 122.1 g/mol
Net charge: -1



--- 2 ---
The following is a DFT calculation (the ωB97M-V functional and the def2-TZVPD basis) of a 2-piece molecular cluster, C4H12NO3 overall.

```
20
Properties=species:S:1:pos:R:3
H 0.5073 -2.1422 2.5363
C 0.3282 0.6583 0.6054
H -1.3465 -0.7422 1.3707
H 0.5127 -0.5107 3.1921
N -0.6873 1.4748 -0.1555
H 0.4195 0.0649 -2.1602
H 1.1203 0.2626 -0.0445
H -1.3944 1.5541 -2.2991
H -0.3172 2.4759 -0.2922
C 0.6539 -1.1178 2.3704
H 1.8339 -0.3736 -2.5976
C -1.4870 0.7898 -1.4120
H 0.7418 1.1324 1.5344
C -0.2761 -0.6635 1.1257
O -0.8897 -0.2713 -1.8743
H 1.6967 -0.9492 2.3266
H -0.1536 -1.2024 -0.7693
H -2.5394 0.7250 -1.1400
O -0.1642 -1.6399 0.1915
O 1.4411 0.4748 -2.5084
```

HOMO-LUMO gap: 0.2898 Eh
Molar mass: 122.1 g/mol
Net charge: -1



Here is how they stack up, most stable first: 1, 2.



--- 1 ---
The following is a DFT calculation (the ωB97M-V functional and the def2-TZVPD basis) of a 3-piece molecular cluster, C3H8O4S overall.

```
16
Properties=species:S:1:pos:R:3
C -1.2596 0.4692 2.2129
H -1.0516 1.5427 2.3809
H -0.7384 0.1873 -2.0354
H 0.8895 -1.2514 -4.3638
H 0.5947 0.5905 -1.2743
H 0.5084 -0.2006 3.2159
H -1.7844 0.2303 1.3224
H 0.0038 -1.3067 1.9253
C 0.1221 -0.1876 2.1953
O 1.0561 1.1507 0.1728
O 0.2000 0.1517 -2.0357
H -0.3980 -1.1704 -5.0495
S -2.2834 -0.3058 3.5166
C 1.2850 0.5305 1.2208
O 0.5275 -1.0648 -5.2478
O 2.3282 0.6344 1.8435
```

HOMO-LUMO gap: 0.1725 Eh
Molar mass: 140.2 g/mol
Net charge: -2



--- 2 ---
The following is a DFT calculation (the ωB97M-V functional and the def2-TZVPD basis) of a 3-piece molecular cluster, C3H8O4S overall.

```
16
Properties=species:S:1:pos:R:3
H -3.7327 0.0718 -1.0370
O -4.1210 0.4730 -0.2520
H 1.2369 0.9465 -1.6131
H -0.1280 0.9531 -1.9535
C 2.4469 -0.2276 0.5175
H -3.2944 0.3995 0.2929
H 1.0821 -1.7031 1.3388
O 0.6870 1.1937 -2.4051
H 1.0685 -0.1727 2.1082
H -0.1779 -0.7660 -0.5956
S -1.7054 -0.8971 1.2200
H -0.1850 0.7979 0.2947
C 1.1081 -0.6311 1.1114
C -0.2246 -0.2956 0.3903
O 3.4587 -0.4441 1.2132
O 2.4809 0.3018 -0.6306
```

HOMO-LUMO gap: 0.2280 Eh
Molar mass: 140.2 g/mol
Net charge: -2



Here is how they stack up, most stable first: 2, 1.



--- 1 ---
The following is a DFT calculation (the ωB97M-V functional and the def2-TZVPD basis) of a 2-piece molecular cluster, CH2N4O3 overall.

```
10
Properties=species:S:1:pos:R:3
N 0.8592 -0.0644 1.5298
O -0.9538 -0.2984 0.1937
O -0.9868 -0.8690 2.2947
H 1.2887 -0.5705 2.2603
N 0.2809 0.2769 -1.7203
O 1.1449 1.0053 -1.2573
C -0.8508 0.5452 -2.2764
N -1.7519 0.4611 -3.0227
H 1.4212 -0.0595 0.6861
N -0.4517 -0.4266 1.3122
```

HOMO-LUMO gap (alpha / beta): 0.2966 / 0.2961 Eh
Molar mass: 118.1 g/mol
SMILES: N[N+](=O)[O-].N#CN=O



--- 2 ---
The following is a DFT calculation (the ωB97M-V functional and the def2-TZVPD basis) of one molecule with the formula CH2N4O3.

```
10
Properties=species:S:1:pos:R:3
H -1.2206 0.6839 -1.4968
O 0.7188 1.6123 0.2809
N 1.1654 -0.9325 0.0509
N 0.4588 0.2107 -0.4471
C -1.8222 -0.1924 0.1274
H 1.2268 1.5595 1.1111
O 1.8907 -0.7588 1.0228
N -2.6913 -0.3568 0.8148
N -0.8131 0.0721 -0.8295
O 1.0868 -1.8981 -0.6345
```

HOMO-LUMO gap: 0.3994 Eh
Molar mass: 118.1 g/mol
SMILES: N#CNN(O)[N+](=O)[O-]



Here is how they stack up, most stable first: 1, 2.